58
Properties=species:S:1:pos:R:3:forces:R:3:nbo_charge:R:1 method="wB97M-V/def2-TZVPD" homo_energy_ha=-0.287 spin_multiplicity=1 gap_ev=9.488 e_tot_ev=-52411.320 e_above_lowest_ev=3.305 largest_force_ev_per_a=3.01 charge=-1
O -1.8608 -1.5496 -1.9888 1.843 1.350 1.825 -0.5707
C -0.8909 -1.0569 -1.4143 -0.127 -1.099 -1.340 0.6951
O -0.7105 -0.6523 -0.1697 -2.216 -0.084 -0.315 -0.6522
B 0.6133 -0.1207 0.0709 0.783 -0.579 0.693 1.1500
O 1.3498 -0.3426 -1.1608 -0.410 0.027 -0.196 -0.6576
C 0.5270 -0.8683 -2.0694 0.004 0.875 0.742 0.6759
O 0.8441 -1.0636 -3.1902 0.024 -0.657 -1.467 -0.5623
O 1.2055 -0.8691 1.1808 1.195 1.596 2.259 -0.6757
C 1.6345 0.0325 2.1556 -0.328 -0.781 -0.419 0.6863
O 2.2167 -0.2210 3.1813 -0.719 0.063 -1.283 -0.5567
C 1.1865 1.4738 1.6437 1.536 0.806 2.000 0.6896
O 0.6287 1.2842 0.5124 -1.256 0.236 -2.042 -0.6402
O 1.3945 2.5528 2.1774 -0.334 -1.755 -0.441 -0.5821
O 2.4296 2.0443 -7.7206 -0.113 0.183 -0.069 -0.9345
H 2.2696 1.1968 -7.3053 -0.117 -0.206 0.166 0.4705
H 3.3180 1.9762 -8.0704 0.217 0.028 -0.089 0.4641
O -4.2856 1.9550 2.3069 -0.237 0.142 -0.079 -0.9394
H -4.4178 1.3900 3.0681 -0.022 -0.108 0.201 0.4652
H -3.4778 1.6335 1.9067 0.274 -0.057 -0.148 0.4744
O -5.6397 0.0674 -5.6111 -0.055 -0.122 -0.288 -0.9430
H -5.5130 0.9741 -5.3315 0.069 0.235 0.034 0.4709
H -5.6528 -0.4353 -4.7966 0.038 -0.160 0.224 0.4723
O 0.9497 5.8654 7.8874 0.050 0.220 -0.072 -0.9346
H 0.6563 5.8523 8.7984 -0.070 0.030 0.211 0.4631
H 0.9433 4.9464 7.6199 0.048 -0.242 -0.149 0.4715
O -1.8603 7.1978 3.6212 -0.148 0.098 0.274 -0.9410
H -1.0087 6.8051 3.4296 0.209 -0.162 -0.048 0.4724
H -2.1134 7.6314 2.8063 -0.065 0.034 -0.255 0.4684
O -6.5565 -2.7080 0.3765 -0.119 -0.220 -0.044 -0.9384
H -5.7213 -2.2532 0.2677 0.302 0.081 -0.058 0.4739
H -7.1498 -2.0411 0.7218 -0.157 0.151 0.086 0.4646
O 3.4748 -5.4258 1.6123 0.131 -0.271 -0.074 -0.9441
H 3.6322 -4.5976 1.1590 0.027 0.232 -0.128 0.4710
H 2.8545 -5.2049 2.3071 -0.176 0.061 0.227 0.4732
O -3.2546 -1.9122 -8.3353 -0.029 -0.130 -0.272 -0.9445
H -3.9382 -1.5399 -7.7781 -0.226 0.160 0.188 0.4742
H -2.4448 -1.7799 -7.8424 0.216 0.011 0.132 0.4702
O 6.2453 -1.2763 7.4125 0.203 -0.130 0.130 -0.9400
H 5.6098 -1.5870 6.7675 -0.142 -0.107 -0.208 0.4709
H 5.8935 -0.4377 7.7113 -0.062 0.253 0.064 0.4690
O -5.4682 -5.5913 -4.5296 -0.005 -0.231 0.061 -0.9353
H -5.8186 -5.3879 -5.3969 -0.056 0.021 -0.238 0.4653
H -5.4065 -4.7430 -4.0907 0.074 0.197 0.181 0.4700
O 4.6697 3.5964 6.6015 0.047 -0.113 0.269 -0.9434
H 4.9585 4.4722 6.3448 0.049 0.225 -0.034 0.4681
H 4.3132 3.2163 5.7986 -0.139 -0.152 -0.248 0.4754
O 1.7035 -4.4638 5.7551 0.139 -0.189 -0.079 -0.9378
H 1.0367 -4.6597 6.4133 -0.161 -0.089 0.140 0.4648
H 1.7013 -3.5090 5.6881 0.032 0.296 -0.116 0.4732
O 5.5847 -0.4016 -4.1042 0.256 0.034 0.050 -0.9382
H 5.5687 -0.5397 -5.0513 0.021 -0.048 -0.206 0.4611
H 4.6624 -0.3809 -3.8491 -0.311 0.006 0.184 0.4771
O 1.6448 -5.5911 -5.5295 0.111 -0.136 -0.245 -0.9416
H 1.1064 -6.0027 -4.8535 -0.150 -0.102 0.163 0.4694
H 1.8113 -4.7083 -5.1992 0.029 0.263 0.093 0.4722
O -1.6653 6.2082 -0.4232 0.046 0.267 0.109 -0.9410
H -2.4180 6.2488 -1.0132 -0.186 0.025 -0.126 0.4649
H -1.3652 5.3010 -0.4791 0.158 -0.276 0.066 0.4763



48
Properties=species:S:1:pos:R:3:forces:R:3:nbo_charge:R:1 method="wB97M-V/def2-TZVPD" homo_energy_ha=-0.344 smiles="NC(=O)C[C@H](N)CO.O.O.O.O.O.O.O.O.O.O" spin_multiplicity=1 gap_ev=9.637 e_tot_ev=-32185.691 e_above_lowest_ev=2.570 largest_force_ev_per_a=2.80
N -1.8281 -1.2353 1.7953 -1.133 0.341 -1.913 -0.8255
C -0.9588 -0.6189 0.9392 0.982 -0.938 2.451 0.7200
O 0.1988 -0.5095 1.3694 -0.040 0.202 -0.745 -0.7358
C -1.2821 -0.1600 -0.4589 0.315 -0.604 1.797 -0.5567
C -0.2598 0.9671 -0.7431 0.743 0.602 -1.503 -0.0935
N 0.0460 2.0190 0.2517 -0.974 -0.618 0.243 -0.8336
C -0.7851 1.7491 -1.9667 -0.128 -0.336 -0.742 -0.0703
O -0.4152 1.1694 -3.2406 0.259 -0.149 0.573 -0.7326
H -2.6993 -1.5281 1.3798 -0.191 0.058 0.449 0.3906
H -1.5434 -1.6389 2.6765 0.379 0.164 -0.062 0.4349
H -1.1342 -1.1419 -0.9778 0.084 1.187 -0.556 0.2774
H -2.2999 0.2124 -0.5530 -0.040 -0.230 0.106 0.2373
H 0.7008 0.4471 -0.9530 -0.525 0.595 -0.348 0.2195
H -0.6948 2.0040 0.9460 0.170 0.265 0.141 0.3669
H 0.9159 1.8303 0.7291 -0.049 -0.213 -0.027 0.3792
H -1.8689 1.7959 -2.0020 -0.456 -0.182 0.463 0.1601
H -0.4980 2.7987 -1.9325 0.667 -0.257 -0.178 0.2032
H -0.4009 0.2078 -3.1204 -0.302 0.065 -0.130 0.4838
O -1.5897 1.3965 3.8591 -0.010 -0.279 -0.592 -0.9586
H -1.3022 0.6070 3.3614 0.056 0.289 0.279 0.4909
H -2.2735 1.0387 4.4288 -0.131 -0.041 0.294 0.4758
O -3.4297 -1.5903 -2.5573 -0.095 -0.114 -0.057 -0.9443
H -3.2099 -1.1739 -1.7203 -0.010 -0.028 -0.070 0.4586
H -2.7728 -2.2913 -2.6585 0.103 0.094 0.037 0.4862
O 1.6030 -1.9886 -0.7262 0.262 -1.251 -1.378 -1.0001
H 2.5600 -2.1606 -0.7596 -0.650 0.502 0.629 0.4946
H 1.3553 -1.3863 -0.0359 0.387 0.597 0.969 0.5005
O -0.5132 -1.2557 4.6492 -0.068 -0.535 0.061 -0.9966
H -0.1389 -0.4426 5.0097 -0.062 -0.103 -0.044 0.4791
H 0.2906 -1.7252 4.3205 -0.565 0.835 0.266 0.4996
O 1.7664 -1.2719 3.4282 0.879 -0.610 0.284 -0.9618
H 1.7175 -2.0800 2.8952 0.206 0.581 -0.196 0.4798
H 1.6222 -0.5312 2.8269 -0.266 -0.390 -0.227 0.5076
O -2.8868 1.6721 1.2326 -0.053 -0.951 -0.274 -0.9922
H -3.0187 2.4727 0.7280 -0.059 0.523 0.520 0.4848
H -2.7699 1.7999 2.1847 0.069 0.634 -0.132 0.5092
O 2.1258 1.2946 -3.9422 -0.257 0.597 0.497 -0.9748
H 2.0891 2.2001 -4.2903 0.139 -0.378 -0.081 0.4693
H 1.2440 1.2300 -3.4891 0.226 -0.043 -0.698 0.4890
O -0.5406 -2.7518 -2.5053 -0.099 -0.339 0.285 -0.9755
H -0.1154 -2.9445 -3.3410 0.058 0.005 -0.309 0.4796
H 0.0505 -3.1600 -1.8495 -0.056 0.462 -0.077 0.5018
O 3.3976 1.7573 -1.4729 -0.465 -0.459 1.006 -1.0079
H 4.2301 2.1917 -1.6631 -0.275 0.049 -0.666 0.4777
H 2.8030 1.6481 -2.2422 1.021 0.267 -0.333 0.5053
O 4.1351 -0.6651 0.2056 -0.108 -0.960 0.032 -0.9674
H 3.9074 -0.3583 -0.6727 -0.078 0.579 -0.242 0.4888
H 4.4706 0.1005 0.6574 0.138 0.512 0.198 0.4764



53
Properties=species:S:1:pos:R:3:forces:R:3:nbo_charge:R:1 method="wB97M-V/def2-TZVPD" homo_energy_ha=-0.370 smiles="NC(N)=O.NC(N)=O.NC(N)=O.NC(N)=O.O.O.O.O.O.O.O" spin_multiplicity=1 gap_ev=10.328 e_tot_ev=-39083.035 e_above_lowest_ev=0.151 largest_force_ev_per_a=3.65
N -1.6536 1.7770 -2.1595 -0.107 3.064 -0.694 -0.8470
C -0.7726 2.7630 -1.5672 -2.068 -2.426 -0.277 0.7935
N -1.2123 4.0120 -1.4318 1.810 1.502 1.044 -0.8489
O 0.2799 2.3808 -1.0966 1.566 -0.296 0.277 -0.7269
H -1.1599 0.9827 -2.4626 1.066 -1.383 0.252 0.3886
H -1.9096 2.1606 -3.0719 -0.825 0.151 0.322 0.3730
H -0.6676 4.5031 -0.6816 -0.187 -0.244 -0.954 0.4377
H -2.1307 4.3430 -1.3073 -1.521 -0.524 -0.644 0.4027
N 1.0977 -2.4158 -1.4298 1.251 -0.211 1.344 -0.8719
C 1.6308 -3.4922 -0.6733 -1.654 -0.120 -1.804 0.8014
N 1.0903 -4.7295 -1.0682 1.038 3.482 -0.318 -0.8499
O 2.4707 -3.3903 0.2018 0.282 0.287 0.031 -0.6945
H 0.2571 -2.6574 -1.9203 -0.184 0.496 -0.205 0.3993
H 1.2774 -1.4160 -1.1755 -0.391 -1.744 -0.281 0.4069
H 1.3002 -5.4052 -0.3977 -0.177 -1.520 0.726 0.3998
H 0.2654 -4.6699 -1.6469 -0.245 -0.785 0.192 0.4250
N 2.5772 0.0686 1.0992 -0.166 0.705 0.100 -0.8396
C 1.5668 -0.3123 1.8930 -0.332 2.117 1.406 0.7547
N 1.4106 -1.6243 2.0726 -1.646 0.182 0.869 -0.8509
O 0.8480 0.5359 2.4835 0.453 -0.476 -0.287 -0.7741
H 2.8228 1.0695 1.0294 -0.074 -1.185 -0.599 0.4447
H 2.8915 -0.6799 0.5276 1.164 0.097 -0.674 0.3957
H 1.8313 -2.2921 1.4736 0.640 -0.841 -0.539 0.4228
H 0.5592 -1.8461 2.5775 0.201 -0.241 0.095 0.4232
N 1.2387 3.5637 1.7739 0.787 -0.869 1.048 -0.8950
C -0.0774 3.9118 1.4807 -0.131 0.588 0.210 0.7992
N -0.9904 2.9459 1.7396 -0.369 1.260 -0.789 -0.8417
O -0.4690 4.9754 0.9742 1.174 -0.228 0.568 -0.7104
H 1.3592 2.6131 2.1923 -0.492 0.889 -0.478 0.4174
H 1.9670 4.1828 2.1758 -1.366 0.027 -0.865 0.4171
H -1.8960 3.1555 1.2853 0.894 -0.899 0.850 0.4153
H -0.6531 2.0923 2.1214 -0.399 -1.048 0.108 0.4283
O 0.6991 0.3212 -3.4177 1.940 0.590 2.118 -0.9645
H 1.5661 -0.1489 -3.4196 -0.979 0.033 -0.591 0.4729
H 0.9109 0.9073 -2.6166 -0.898 -0.525 -1.313 0.4875
O 3.2327 2.7988 -0.2220 -0.693 -0.133 1.360 -0.9941
H 2.2864 3.0029 -0.0021 0.927 -0.005 -0.695 0.5136
H 3.3946 2.9265 -1.1470 -0.276 0.155 -0.644 0.4775
O -1.4988 -4.3682 -2.6751 -0.280 0.789 -0.171 -0.9800
H -2.2331 -4.8601 -3.0448 0.024 -0.526 -0.060 0.4806
H -1.8683 -3.4637 -2.7165 0.213 -0.026 0.411 0.5048
O -3.4530 -1.2335 1.2474 0.694 0.038 0.103 -0.9544
H -2.5245 -1.2376 1.5540 -0.556 0.237 -0.390 0.4896
H -3.8751 -1.8989 1.7886 -0.244 -0.205 0.161 0.4653
O -2.5215 -1.5477 -1.9428 1.363 0.977 0.766 -0.9966
H -1.6477 -1.1100 -1.6831 -1.751 -0.769 -0.256 0.4913
H -3.1032 -1.2410 -1.2116 0.474 -0.418 -0.443 0.5049
O -0.9488 -0.2778 0.1707 0.618 0.198 -0.090 -0.9716
H -0.1873 -0.6946 0.6053 -0.422 -0.037 -0.085 0.4734
H -0.6545 0.6479 0.0944 -0.173 -0.156 -0.036 0.4958
O -0.9891 -1.8618 4.1319 0.283 0.231 1.165 -0.9483
H -0.7678 -1.1423 4.7631 -0.152 -0.264 -0.896 0.4843
H -0.9669 -2.6244 4.7323 -0.103 0.003 -0.445 0.4723



47
Properties=species:S:1:pos:R:3:forces:R:3:nbo_charge:R:1 method="wB97M-V/def2-TZVPD" homo_energy_ha=-0.463 spin_multiplicity=1 gap_ev=9.870 e_tot_ev=-28098.837 e_above_lowest_ev=4.751 largest_force_ev_per_a=3.95 charge=+1
N -2.0969 -0.8791 0.8741 2.029 0.263 0.454 -0.6994
C -1.3849 0.2504 1.6928 -1.110 1.289 0.969 -0.0575
C -1.4577 1.7389 1.2066 -0.757 0.891 -1.863 -0.4439
C -1.8258 2.7524 2.2927 2.339 0.245 -0.249 -0.0515
O -1.0311 2.4617 3.4063 0.242 -0.307 2.457 -0.7426
C 0.0344 -0.1525 1.8868 2.742 -2.561 -1.238 -0.2863
N 0.5404 -0.6932 0.5140 -1.234 0.078 1.204 -0.9102
H -3.0036 -0.5922 0.5403 -0.497 -0.134 -0.016 0.4445
H -1.4619 -1.0471 0.0742 -0.043 0.103 -0.256 0.4810
H -2.0901 -1.7835 1.4225 -0.406 1.337 -0.660 0.4469
H -1.9891 0.2263 2.6130 0.569 0.082 0.015 0.2325
H -0.4983 2.2521 0.7675 -1.495 -2.023 0.594 0.2146
H -2.2616 1.8586 0.4662 0.413 -0.162 -0.394 0.2361
H -1.4333 3.7290 1.9319 -0.932 -0.289 -0.172 0.1765
H -2.8512 2.8772 2.6378 -0.057 -0.451 -0.205 0.1993
H -0.1865 1.9890 3.3133 -0.696 0.559 -0.699 0.4770
H 0.2033 -0.8688 2.6994 -0.590 -0.778 -0.501 0.2284
H 0.8086 0.5272 2.2522 -0.758 1.082 -0.582 0.2426
H 0.6814 -1.7183 0.5144 0.348 1.049 0.616 0.3937
H 1.3870 -0.2287 0.1930 -0.263 -0.301 0.500 0.4004
H 2.4093 1.5800 -0.6301 0.764 0.355 -0.748 0.4989
H 3.4250 2.3131 0.3840 0.088 0.299 -0.584 0.4973
O 2.7547 1.6452 0.2582 -0.699 -0.760 1.377 -0.9974
H 0.6549 -3.5582 3.3664 0.182 -0.588 -0.085 0.4822
H 1.3514 -4.1966 2.0875 -0.067 -0.361 0.414 0.4859
O 1.0704 -3.3887 2.5174 -0.288 0.900 -0.321 -0.9643
H 1.0062 -1.5764 -1.6673 0.462 0.262 0.559 0.4791
H 1.1369 -0.8032 -2.9898 0.334 -0.324 0.351 0.4784
O 0.6706 -1.5214 -2.5513 -0.119 -0.257 -0.729 -0.9574
H 0.3918 4.2648 -1.3783 0.079 0.067 0.121 0.4871
H 0.4257 2.7637 -0.9281 -0.249 1.031 -1.031 0.4732
O 0.2509 3.3688 -1.6958 0.217 -1.040 0.883 -0.9568
H 3.9768 -1.9122 1.0876 -0.548 -0.289 0.110 0.4759
H 3.3610 -0.5601 1.1067 -0.803 -1.172 0.043 0.4813
O 3.0863 -1.5213 1.1596 1.712 1.521 -0.232 -0.9568
H -1.7596 -2.2018 -2.7472 0.283 0.295 -0.430 0.4762
H -0.7901 -1.6117 -3.7715 0.385 -0.158 0.210 0.4748
O -1.7136 -1.7616 -3.6120 -1.337 -0.123 -0.231 -0.9711
H -1.3500 1.1423 -3.5102 -0.056 -0.261 -0.702 0.4768
H -1.4114 2.2670 -2.4892 0.283 0.795 -0.007 0.4820
O -1.5798 1.3405 -2.6120 -0.241 -0.618 0.873 -0.9597
H 1.7470 0.9364 -2.7701 -0.097 0.263 0.180 0.4748
H 3.1865 0.8946 -3.1716 0.219 -0.116 0.285 0.4950
O 2.6024 0.6181 -2.4500 -0.330 0.343 -0.526 -0.9552
H -0.8602 -3.7367 -1.3270 0.030 -0.402 -0.308 0.4911
H -2.3639 -4.0673 -1.6836 0.609 0.150 0.158 0.5031
O -1.7623 -3.4168 -1.2812 -0.656 0.216 0.398 -0.9765



50
Properties=species:S:1:pos:R:3:forces:R:3:nbo_charge:R:1 method="wB97M-V/def2-TZVPD" homo_energy_ha="-0.380 / -0.379" spin_multiplicity=2 gap_ev="10.121 / 6.372" e_tot_ev=-43034.911 largest_force_ev_per_a=2.67
O 0.1447 -1.4153 1.3948 -0.503 -0.613 -0.197 -0.6735
C 0.4180 -1.0218 0.2662 2.019 0.074 1.750 0.6951
N 0.7208 0.3111 0.1024 -0.576 -0.436 -1.776 -0.6425
C 0.1791 0.8919 -1.1537 -2.010 -0.371 0.875 -0.0682
N -1.1838 1.4427 -0.9404 0.258 -0.559 0.377 -0.8920
C 0.8459 -2.0721 -0.8023 -0.727 1.059 -2.026 -0.5292
C -0.3161 -3.0303 -1.1902 -0.318 1.963 1.376 -0.5342
S -1.6453 -1.9419 -1.9096 0.032 -1.348 0.317 0.0850
H 0.7220 0.8864 0.9372 -0.354 -0.055 0.116 0.4283
H 0.0088 -0.0570 -1.6829 0.427 1.303 -0.848 0.1879
H 0.7885 1.6484 -1.6167 0.639 -0.158 -0.043 0.2154
H -1.9069 0.9287 -1.4213 0.149 -0.084 -0.082 0.3663
H -1.3721 2.4268 -1.0504 0.642 0.131 -0.196 0.3891
H 1.0226 -1.5412 -1.7520 0.291 0.012 0.331 0.2218
H 1.8395 -2.5119 -0.6260 -0.632 -0.279 0.775 0.2512
H -0.0222 -3.8283 -1.8640 -0.257 -0.151 0.101 0.2591
H -0.8237 -3.3216 -0.2553 0.292 -0.774 -0.421 0.2603
H 1.0941 1.8618 -4.4555 -0.511 -0.403 -0.284 0.4751
H -0.2544 1.6953 -5.2817 0.373 -0.394 0.424 0.4808
O 0.4444 2.2990 -5.0176 0.185 0.819 -0.073 -0.9545
H 4.2605 -0.4686 -0.8006 0.094 -0.084 -0.242 0.4749
H 3.0800 -1.0747 -0.0164 0.023 -0.189 -0.062 0.4601
O 3.8002 -0.4479 0.0382 0.039 0.259 0.313 -0.9262
H -3.4937 -3.4514 -0.2318 -0.258 -0.377 0.194 0.4637
H -3.3181 -2.3345 0.7058 -0.113 0.147 0.565 0.4632
O -3.6243 -3.2489 0.7072 0.394 0.256 -0.723 -0.9219
H -0.4667 1.2336 4.5333 -0.182 -0.512 -0.129 0.5019
H 0.9221 0.7897 3.9324 -0.319 -0.482 0.083 0.4888
O 0.4508 1.4771 4.4073 0.469 0.702 0.238 -0.9575
H 0.8639 5.4812 -0.6493 0.290 -0.016 0.167 0.4713
H 0.8538 4.6493 -1.9355 0.173 -0.007 0.014 0.4754
O 0.3750 5.3308 -1.4572 -0.432 -0.057 -0.153 -0.9452
H -2.3253 1.7675 1.7399 -0.238 -0.267 -0.194 0.4706
H -3.4673 0.8957 1.1874 0.160 0.120 -0.005 0.4664
O -3.1034 1.2563 2.0018 0.133 0.156 0.135 -0.9368
H 0.2694 3.4122 1.8684 -0.055 0.031 0.292 0.4780
H 0.8315 2.6470 3.1452 -0.287 0.161 -0.329 0.5146
O 1.0173 2.9217 2.2203 0.175 -0.113 -0.216 -1.0053
H 2.6183 1.3980 -0.0327 0.571 0.433 0.121 0.4794
H 2.3199 2.5937 0.8729 0.234 0.048 -0.137 0.4884
O 2.8037 2.3505 0.0639 -0.454 -0.201 -0.031 -0.9832
H -1.7670 -2.4169 3.6600 0.020 0.204 -0.007 0.4706
H -1.0653 -1.2635 2.9284 -0.181 -0.137 0.093 0.4877
O -1.6153 -1.4642 3.7025 0.195 -0.060 -0.071 -0.9644
H 1.7414 -2.6122 3.8656 0.306 -0.138 -0.077 0.4673
H 1.3577 -2.6909 2.4268 -0.030 0.065 -0.246 0.4773
O 2.1076 -2.8672 3.0064 -0.309 0.093 0.345 -0.9493
H -0.9626 -0.9603 -4.9901 0.189 0.023 0.130 0.4744
H -0.6531 -1.0201 -3.4765 0.222 0.505 -0.757 0.4470
O -0.3339 -0.6397 -4.3280 -0.246 -0.298 0.194 -0.9526